88
Properties=species:S:1:pos:R:3:forces:R:3:mulliken_charge:R:1 method="wB97M-V/def2-TZVPD" e_above_lowest_kcal_mol=9.2 charge=+1 e_lumo_ha=-0.1273 largest_force_ev_per_a=0.53 energy_ev=-117493.9378 homo_ev=-10.104 gap_ha=0.244
C 3.232 1.036 -4.068 -0.039 -0.024 0.039 0.600
C 0.818 0.393 -1.247 0.290 -0.108 -0.014 0.842
C -0.391 -5.962 3.425 -0.084 0.084 -0.023 -0.956
H -2.380 8.775 0.095 0.000 0.002 -0.013 0.291
H 1.355 -5.590 -0.975 0.009 0.031 -0.017 0.554
H -0.756 -6.205 4.412 0.026 -0.019 0.007 0.477
C -0.692 -4.724 2.875 0.045 -0.024 0.004 0.575
H -1.545 -3.925 4.673 0.034 0.028 -0.002 0.575
H -2.639 -4.038 3.293 -0.005 0.010 0.046 0.458
H -4.641 -1.606 -0.414 -0.001 -0.023 0.001 0.480
C -5.460 -1.121 1.510 -0.002 0.012 -0.001 -0.616
C -1.618 -3.798 3.594 -0.037 -0.080 0.002 -0.944
H 0.753 3.287 -1.049 -0.014 -0.009 0.014 0.310
H -0.093 4.777 -1.426 -0.021 -0.004 0.003 0.455
H -3.337 1.741 1.544 0.015 0.005 -0.018 0.448
H -4.249 4.039 1.689 0.001 0.011 0.000 0.446
H 3.632 -3.939 -2.044 -0.022 0.010 -0.003 0.476
H 1.495 2.247 -4.564 -0.010 -0.018 0.028 0.483
H 2.602 3.457 -6.353 -0.003 0.002 -0.005 0.403
C 3.150 2.703 -5.805 0.020 -0.029 0.021 -0.921
S -3.021 6.537 2.397 -0.010 0.036 0.065 -0.217
C -2.421 4.876 2.436 0.012 -0.151 -0.018 0.016
S 2.038 -2.528 2.417 0.030 0.031 -0.035 -0.304
H -0.852 1.405 -3.084 0.022 0.021 0.013 0.574
S -1.339 -2.048 3.182 0.045 -0.025 0.002 -0.048
H -2.017 3.499 -2.373 0.009 0.006 0.001 0.415
H -3.879 8.734 1.031 -0.002 -0.019 0.009 0.390
H -1.750 3.112 -0.695 -0.008 0.002 0.066 -0.229
C 5.162 1.435 -5.447 0.014 -0.031 0.025 -0.628
O -2.655 5.965 -0.166 0.033 0.010 0.026 -0.490
C 0.654 -4.903 -0.506 0.023 -0.079 -0.043 -0.760
C -4.448 -1.511 0.648 0.017 0.016 -0.003 -0.655
C -2.719 2.556 1.902 0.011 0.031 0.066 -0.329
C -1.313 3.019 -1.690 -0.066 -0.040 -0.034 0.698
H -3.734 -1.139 4.421 0.007 -0.005 0.006 0.478
H 4.948 2.955 -6.943 -0.002 0.002 -0.001 0.395
C -0.604 3.333 2.769 0.059 -0.005 -0.074 -0.737
C -3.310 8.228 0.254 -0.008 0.001 -0.007 -1.166
H -0.289 -4.941 -1.059 -0.006 0.009 0.008 0.396
C 4.466 2.416 -6.138 -0.016 0.034 -0.028 -0.373
C 0.026 3.738 -1.730 0.080 0.044 0.013 -1.277
C 3.234 -3.083 1.224 -0.001 -0.027 0.120 1.242
N 1.519 0.824 -2.344 0.008 0.044 0.028 0.266
H 1.289 -7.196 0.776 -0.006 -0.018 0.006 0.463
C 5.214 -3.884 -0.593 -0.016 -0.005 0.002 -0.780
H -2.238 1.101 -2.070 0.001 0.024 0.022 0.383
C -3.947 -1.251 3.366 -0.042 0.025 0.017 -0.730
C -1.389 2.301 2.261 -0.210 0.005 -0.275 0.328
H 0.455 3.748 -2.738 -0.016 -0.007 -0.008 0.271
C -2.959 6.813 0.629 -0.020 0.036 -0.087 0.743
C 3.899 -3.760 -1.010 0.072 -0.038 -0.014 -0.714
H -6.447 -0.917 1.115 -0.005 0.006 0.008 0.414
C -2.944 -1.653 2.498 0.102 -0.064 -0.085 0.296
C -1.121 4.615 2.851 0.025 0.091 0.018 -0.491
O 3.114 -0.813 -2.586 -0.007 0.002 -0.011 -0.495
C 2.923 -3.383 -0.100 -0.085 0.054 0.026 0.173
C -5.215 -0.986 2.870 -0.012 0.009 -0.006 -0.754
C 5.540 -3.607 0.729 0.002 0.000 -0.010 -0.623
S -1.886 -2.213 -0.018 -0.252 0.011 -0.190 -0.319
N -0.241 -4.349 1.672 0.060 -0.042 -0.036 0.634
H -0.868 0.502 -0.250 0.010 0.047 -0.041 -0.603
H -3.869 8.217 -0.680 0.008 0.013 0.000 0.316
H 4.826 -2.981 2.651 -0.020 -0.002 0.007 0.480
H 6.566 -3.687 1.061 0.003 -0.007 0.000 0.398
C -0.862 1.000 1.998 -0.040 -0.179 0.498 0.836
S 1.249 -3.210 -0.701 0.061 -0.093 0.055 -0.047
N -0.441 0.747 -1.144 0.013 -0.023 0.158 0.974
H -6.003 -0.673 3.541 0.003 0.004 0.007 0.418
H -0.501 5.426 3.211 -0.004 0.005 -0.004 0.455
C 0.399 -5.264 0.920 -0.051 -0.036 -0.014 0.421
Mo 0.101 -2.068 1.177 -0.027 0.322 0.305 -1.265
C 4.563 -3.210 1.627 0.033 -0.013 -0.001 -0.738
C 0.367 -6.855 2.695 0.029 -0.044 -0.026 -0.566
H 0.419 3.136 3.057 0.002 -0.009 0.006 0.540
H 6.187 1.211 -5.711 0.004 -0.001 0.004 0.397
C 2.534 2.017 -4.770 0.017 0.021 -0.055 -0.274
C -3.167 -1.778 1.129 -0.065 -0.052 -0.015 1.043
C 2.655 0.238 -2.944 -0.058 0.003 0.022 0.218
C -3.230 3.836 1.990 -0.022 0.026 0.010 -0.399
H 0.642 -7.814 3.112 0.000 -0.002 -0.002 0.444
C 0.739 -6.512 1.406 -0.032 0.015 0.012 -0.964
H 5.979 -4.181 -1.296 0.002 0.004 -0.003 0.431
C 4.546 0.742 -4.419 0.016 0.045 -0.037 -0.462
H 1.175 1.662 -2.782 0.006 0.097 -0.014 -0.155
C -0.482 -0.132 1.778 0.418 0.045 -0.272 -0.562
S 1.665 -0.476 -0.029 -0.307 0.100 -0.165 -0.205
C -1.241 1.544 -2.073 -0.036 -0.133 -0.094 -1.489
H 5.071 -0.029 -3.872 -0.005 -0.005 0.004 0.466